(1)
{"formula": "C26H36N3O", "method": "the ωB97M-V functional and the def2-TZVPD basis", "symbols": ["C", "N", "C", "C", "O", "C", "C", "H", "H", "H", "H", "H", "H", "H", "H", "H", "H", "H", "C", "C", "C", "N", "C", "C", "C", "C", "C", "C", "C", "C", "C", "N", "C", "C", "C", "C", "C", "C", "C", "C", "C", "H", "H", "H", "H", "H", "H", "H", "H", "H", "H", "H", "H", "H", "H", "H", "H", "H", "H", "H", "H", "H", "H", "H", "H", "H"], "xyz": [[-1.98, 3.32, 2.84], [-3.09, 2.84, 1.99], [-2.88, 3.09, 0.54], [-4.15, 2.75, -0.23], [-4.55, 1.41, -0.01], [-4.75, 1.13, 1.37], [-3.49, 1.43, 2.18], [-2.25, 3.21, 3.89], [-1.08, 2.74, 2.65], [-1.78, 4.37, 2.65], [-2.58, 4.13, 0.39], [-2.05, 2.46, 0.20], [-4.98, 3.40, 0.08], [-4.03, 2.88, -1.31], [-5.59, 1.74, 1.72], [-5.04, 0.07, 1.46], [-2.66, 0.79, 1.85], [-3.64, 1.25, 3.25], [5.62, 8.30, 0.77], [6.15, 7.96, 2.18], [5.49, 6.63, 2.58], [4.87, 6.07, 1.35], [4.12, 4.86, 1.33], [2.72, 4.86, 1.45], [2.01, 3.70, 1.34], [2.66, 2.47, 1.07], [1.89, 1.29, 0.93], [2.27, 0.05, 0.35], [3.36, -0.10, -0.55], [3.68, -1.31, -1.09], [2.94, -2.47, -0.76], [3.32, -3.75, -1.27], [3.35, -4.13, -2.70], [4.45, -5.19, -2.88], [4.88, -5.62, -1.46], [4.10, -4.73, -0.47], [1.84, -2.33, 0.10], [1.50, -1.11, 0.62], [4.07, 2.47, 1.01], [4.78, 3.63, 1.14], [4.65, 7.17, 0.39], [5.12, 9.27, 0.74], [6.45, 8.35, 0.05], [7.24, 7.86, 2.18], [5.92, 8.75, 2.90], [6.19, 5.91, 3.00], [4.69, 6.78, 3.32], [2.21, 5.80, 1.65], [0.94, 3.71, 1.45], [0.88, 1.34, 1.31], [3.89, 0.78, -0.86], [4.50, -1.41, -1.78], [2.37, -4.53, -2.96], [3.52, -3.24, -3.31], [4.09, -6.06, -3.46], [5.30, -4.78, -3.44], [4.68, -6.69, -1.28], [5.97, -5.49, -1.32], [4.75, -4.18, 0.21], [3.40, -5.31, 0.14], [1.24, -3.20, 0.32], [0.63, -1.01, 1.24], [4.59, 1.54, 0.93], [5.85, 3.64, 1.11], [3.61, 7.47, 0.46], [4.82, 6.78, -0.62]], "relative_energy_kj_mol": 255.3, "lumo_energy_ev": -5.36, "homo_lumo_gap_ev": 5.23, "charge": 1}

(2)
{"formula": "C5H15N2O", "method": "the ωB97M-V functional and the def2-TZVPD basis", "symbols": ["N", "C", "C", "C", "C", "N", "C", "O", "H", "H", "H", "H", "H", "H", "H", "H", "H", "H", "H", "H", "H", "H", "H"], "xyz": [[-0.07, -2.36, 0.78], [-1.38, -1.67, 0.99], [-1.07, -0.21, 1.32], [-1.01, 0.71, 0.09], [0.30, 0.59, -0.73], [1.48, 0.21, 0.13], [0.67, 1.89, -1.42], [1.90, 1.74, -2.09], [0.06, -3.09, 1.47], [-0.02, -2.86, -0.10], [-1.98, -1.76, 0.13], [-1.87, -2.06, 1.88], [-0.19, -0.15, 1.97], [-1.87, 0.19, 1.96], [-1.79, 0.42, -0.61], [-1.11, 1.73, 0.45], [0.26, -0.22, -1.45], [1.21, -0.59, 0.73], [2.27, -0.07, -0.44], [1.78, 0.94, 0.77], [-0.14, 2.20, -2.08], [0.78, 2.69, -0.68], [1.80, 1.70, -3.05]], "relative_energy_kj_mol": 74.0, "lumo_energy_ev": -2.85, "smiles": "NCCC[C@H]([NH3+])CO", "homo_lumo_gap_ev": 10.87, "charge": 1}

(3)
{"formula": "C6H14O2S", "method": "the ωB97M-V functional and the def2-TZVPD basis", "symbols": ["C", "C", "C", "C", "C", "C", "O", "O", "S", "H", "H", "H", "H", "H", "H", "H", "H", "H", "H", "H", "H", "H", "H"], "xyz": [[2.22, -0.92, -0.18], [2.17, 1.57, 0.60], [-1.87, -1.25, 1.07], [1.37, 0.33, 0.16], [-1.64, 0.12, 0.54], [0.49, 0.64, -1.14], [0.05, -0.43, -1.70], [0.10, 1.77, -1.38], [-2.75, 0.51, -0.72], [3.01, -0.53, -0.89], [2.57, -1.44, 0.68], [1.57, -1.64, -0.62], [2.74, 2.00, -0.26], [2.93, 1.41, 1.33], [1.47, 2.25, 1.15], [-1.56, -1.91, 0.26], [-1.30, -1.54, 1.93], [-2.88, -1.57, 1.28], [0.68, 0.18, 0.98], [-1.82, 0.87, 1.29], [-0.53, -0.18, -2.40], [-2.72, -0.73, -1.11], [-4.31, 0.51, -0.86]], "relative_energy_kj_mol": 246.9, "lumo_energy_ev": 0.19, "homo_lumo_gap_ev": 8.04}

(4)
{"formula": "C2H8IN2S", "method": "the ωB97M-V functional and the def2-TZVPD basis", "symbols": ["C", "C", "N", "N", "S", "I", "H", "H", "H", "H", "H", "H", "H", "H"], "xyz": [[-2.03, -0.11, 0.76], [0.48, -0.60, -0.02], [0.89, 1.23, 0.24], [1.54, -0.73, -1.07], [-1.13, -0.84, -0.64], [-0.26, 2.60, -0.70], [-3.06, -0.07, 0.47], [-1.66, 0.90, 0.88], [-1.71, -0.58, 1.69], [0.57, -1.17, 0.98], [0.92, 1.42, 1.24], [2.38, -1.17, -0.76], [1.88, 0.35, -1.22], [1.20, -1.24, -1.86]], "relative_energy_kj_mol": 209.4, "lumo_energy_ev": -4.04, "homo_lumo_gap_ev": 8.72, "charge": 1}

(5)
{"formula": "C15H25BN2SSbTa", "method": "the ωB97M-V functional and the def2-TZVPD basis", "symbols": ["Ta", "C", "C", "Sb", "C", "C", "C", "C", "H", "H", "H", "H", "H", "H", "H", "H", "H", "H", "H", "H", "H", "H", "H", "B", "C", "N", "H", "H", "H", "S", "C", "N", "C", "C", "C", "C", "C", "C", "H", "H", "H", "H", "H", "C", "H", "H"], "xyz": [[0.66, 0.55, 0.43], [-2.94, -3.23, 0.17], [-1.74, -3.23, -0.76], [-1.03, -1.20, -1.26], [0.35, -1.50, -2.93], [-0.09, -2.60, -3.88], [-2.80, -0.14, -2.05], [-3.54, -0.88, -3.15], [-3.28, -4.26, 0.29], [-3.76, -2.65, -0.23], [-2.69, -2.86, 1.17], [-2.01, -3.63, -1.73], [-0.91, -3.80, -0.35], [1.33, -1.73, -2.49], [0.43, -0.53, -3.44], [-0.17, -3.56, -3.38], [0.64, -2.70, -4.68], [-1.05, -2.36, -4.34], [-2.42, 0.82, -2.40], [-3.45, 0.03, -1.19], [-2.92, -1.00, -4.03], [-4.40, -0.28, -3.44], [-3.91, -1.85, -2.82], [4.66, 0.80, -1.74], [3.36, 0.49, -1.13], [2.28, 0.36, -0.64], [5.35, -0.14, -1.93], [5.19, 1.49, -0.92], [4.42, 1.37, -2.74], [-0.28, 0.44, 5.27], [-0.45, 0.05, 3.63], [0.21, 0.81, 2.77], [0.90, 1.81, 3.43], [1.66, 2.82, 2.85], [2.30, 3.73, 3.67], [2.18, 3.65, 5.06], [1.41, 2.67, 5.66], [0.77, 1.76, 4.83], [-1.06, -0.77, 3.32], [1.74, 2.92, 1.77], [2.88, 4.52, 3.24], [2.70, 4.37, 5.68], [1.30, 2.62, 6.73], [-0.41, 1.95, -0.60], [-1.28, 2.45, -0.18], [-0.11, 2.41, -1.54]], "lumo_energy_ev": -8.38, "homo_lumo_gap_ev": 6.92, "charge": 2}

(6)
{"formula": "C5H8O3", "method": "the ωB97M-V functional and the def2-TZVPD basis", "symbols": ["O", "C", "O", "C", "C", "C", "C", "O", "H", "H", "H", "H", "H", "H", "H", "H"], "xyz": [[-0.68, 2.32, 1.34], [0.34, 2.14, 0.64], [1.51, 2.55, 0.87], [0.20, 1.20, -0.59], [0.65, -0.25, -0.31], [-0.47, -1.28, -0.03], [-0.36, -2.54, -0.92], [-1.28, -3.50, -0.72], [-0.83, 1.24, -0.97], [0.87, 1.60, -1.35], [1.24, -0.61, -1.16], [1.30, -0.21, 0.56], [-1.45, -0.84, -0.22], [-0.50, -1.61, 1.02], [-0.34, -2.13, -1.96], [0.69, -2.90, -0.78]], "relative_energy_kj_mol": 13.1, "lumo_energy_ev": 6.89, "smiles": "O=C([O-])CCCC[O-]", "homo_lumo_gap_ev": 6.48, "charge": -2}

(7)
{"formula": "C5H10NO2", "method": "the ωB97M-V functional and the def2-TZVPD basis", "symbols": ["O", "C", "O", "C", "H", "H", "H", "C", "C", "N", "C", "H", "H", "H", "H", "H", "H", "H"], "xyz": [[-1.36, 0.27, 0.70], [-1.83, -0.16, -0.39], [-1.22, -0.79, -1.28], [-3.34, 0.07, -0.63], [-3.47, 0.36, -1.67], [-3.89, -0.86, -0.49], [-3.72, 0.84, 0.03], [1.57, 1.88, 0.95], [2.07, 0.66, 0.73], [1.40, -0.54, 0.74], [1.80, -1.47, -0.30], [0.50, 2.03, 1.06], [2.26, 2.71, 1.02], [3.14, 0.55, 0.53], [0.37, -0.42, 0.73], [1.66, -1.05, -1.30], [2.86, -1.72, -0.18], [1.21, -2.38, -0.23]], "relative_energy_kj_mol": 77.5, "lumo_energy_ev": 4.19, "homo_lumo_gap_ev": 8.22, "charge": -1}

(8)
{"formula": "C4H7N4S", "method": "the ωB97M-V functional and the def2-TZVPD basis", "symbols": ["C", "C", "C", "C", "N", "N", "N", "N", "S", "H", "H", "H", "H", "H", "H", "H"], "xyz": [[-0.79, -0.55, -1.83], [-0.05, -0.60, 1.34], [1.08, 1.47, 1.14], [-0.25, 0.86, 1.03], [-1.65, -0.77, -2.81], [0.32, -1.22, -1.88], [-1.06, -1.72, -3.46], [0.15, -1.92, -2.99], [-1.13, 1.22, -0.49], [0.41, -1.26, 0.62], [0.63, -0.61, 2.20], [-0.97, -1.04, 1.69], [1.92, 0.92, 0.75], [1.25, 1.56, 2.21], [1.09, 2.45, 0.68], [-0.94, 1.22, 1.79]], "spin_multiplicity": 3, "relative_energy_kj_mol": 0.0, "lumo_energy_ev": [3.36, 1.22], "homo_lumo_gap_ev": [4.97, 5.54], "charge": -1, "s_squared": 2.01}

(9)
{"formula": "CH7N2OP", "method": "the ωB97M-V functional and the def2-TZVPD basis", "symbols": ["C", "N", "N", "O", "P", "H", "H", "H", "H", "H", "H", "H"], "xyz": [[0.89, -0.61, -1.21], [-1.66, -0.49, 0.12], [0.09, 1.83, 1.44], [1.14, 0.29, -0.13], [0.26, 0.19, 1.23], [1.74, -1.33, -1.33], [0.74, 0.17, -2.12], [-0.16, -1.07, -1.03], [-2.32, -0.01, 0.76], [-1.65, -1.52, 0.28], [-0.44, 2.27, 2.10], [-0.01, 2.56, 0.65]], "relative_energy_kj_mol": 252.8, "lumo_energy_ev": 0.99, "homo_lumo_gap_ev": 9.22}

(10)
{"formula": "C19H16Cl2N4O3", "method": "the ωB97M-V functional and the def2-TZVPD basis", "symbols": ["C", "C", "C", "O", "N", "C", "C", "N", "C", "C", "C", "C", "C", "C", "Cl", "C", "O", "C", "C", "C", "O", "C", "C", "Cl", "C", "N", "C", "N", "H", "H", "H", "H", "H", "H", "H", "H", "H", "H", "H", "H", "H", "H", "H", "H"], "xyz": [[-3.36, 2.32, 6.35], [-3.03, 2.50, 5.05], [-3.32, 3.75, 4.29], [-4.02, 4.62, 4.84], [-2.83, 4.06, 3.04], [-3.08, 5.32, 2.36], [-2.13, 3.09, 2.34], [-2.82, 2.05, 1.93], [-2.19, 1.12, 1.23], [-0.82, 1.24, 0.97], [-0.06, 0.27, 0.27], [1.33, 0.49, 0.16], [2.16, -0.43, -0.61], [2.28, -1.75, -0.19], [1.50, -2.35, 1.27], [3.09, -2.63, -0.90], [3.31, -3.88, -0.42], [3.40, -4.94, -1.40], [3.74, -2.17, -2.07], [3.59, -0.87, -2.51], [4.11, -0.40, -3.68], [4.82, -1.32, -4.54], [2.84, 0.00, -1.76], [2.71, 1.63, -2.35], [1.86, 1.71, 0.65], [1.09, 2.63, 1.29], [-0.19, 2.39, 1.47], [-0.87, 3.31, 2.12], [-3.90, 3.05, 6.94], [-3.09, 1.44, 6.91], [-2.51, 1.70, 4.53], [-2.77, 6.14, 2.96], [-2.60, 5.43, 1.39], [-4.15, 5.38, 2.17], [-2.74, 0.26, 0.87], [-0.56, -0.62, -0.16], [2.87, -4.76, -2.35], [4.45, -5.09, -1.66], [2.99, -5.86, -1.02], [4.34, -2.87, -2.61], [4.19, -2.20, -4.76], [5.74, -1.61, -4.09], [5.03, -0.85, -5.51], [2.89, 2.01, 0.49]], "relative_energy_kj_mol": 0.0, "lumo_energy_ev": -0.76, "smiles": "C=CC(=O)N(C)c1ncc2cc(-c3c(Cl)c(OC)cc(OC)c3Cl)cnc2n1", "homo_lumo_gap_ev": 8.06}

(11)
{"formula": "C5H9NSi", "method": "the ωB97M-V functional and the def2-TZVPD basis", "symbols": ["C", "Si", "C", "C", "C", "C", "N", "H", "H", "H", "H", "H", "H", "H", "H", "H"], "xyz": [[0.65, -1.98, 1.47], [0.91, -0.05, 1.28], [0.15, 0.67, -0.72], [0.19, 0.13, -1.97], [-0.71, 0.84, -2.79], [-1.27, 1.80, -2.02], [-0.71, 1.70, -0.78], [0.41, -2.58, 0.62], [1.18, -2.61, 2.22], [-0.40, -1.84, 1.81], [0.13, 0.83, 2.14], [2.37, 0.36, 1.19], [0.71, -0.70, -2.40], [-0.72, 0.53, -3.79], [-2.11, 2.38, -2.29], [-0.71, 2.37, -0.04]], "relative_energy_kj_mol": 122.4, "lumo_energy_ev": 0.94, "smiles": "C[SiH2]c1ccc[nH]1", "homo_lumo_gap_ev": 8.95}

(12)
{"formula": "C22H50ClNO5PS2", "method": "the ωB97M-V functional and the def2-TZVPD basis", "symbols": ["C", "C", "O", "C", "C", "C", "C", "O", "P", "Cl", "C", "C", "C", "S", "C", "S", "N", "C", "C", "C", "C", "O", "H", "H", "H", "H", "H", "H", "H", "H", "H", "H", "H", "H", "H", "H", "H", "H", "H", "H", "H", "H", "H", "H", "H", "H", "H", "H", "H", "H", "H", "H", "C", "C", "O", "C", "C", "H", "H", "H", "H", "H", "H", "H", "H", "H", "H", "C", "C", "O", "C", "C", "H", "H", "H", "H", "H", "H", "H", "H", "H", "H"], "xyz": [[-4.46, -0.17, -4.71], [-3.30, -0.86, -3.77], [-3.26, -0.31, -2.38], [-1.83, -0.06, -2.15], [-1.42, 0.27, -0.59], [-1.32, -1.16, 0.20], [-1.10, -1.11, 1.86], [-1.29, -2.56, 2.21], [-0.71, -3.51, 0.83], [1.10, -3.57, 1.97], [-0.29, -4.89, -0.41], [1.10, -4.68, -1.25], [0.95, -3.86, -2.66], [2.72, -3.32, -3.13], [2.70, -2.13, -4.58], [1.72, -2.51, -5.94], [3.57, -0.88, -4.53], [4.93, -1.15, -3.92], [5.95, 0.17, -3.98], [2.87, 0.28, -3.85], [1.33, -0.06, -3.40], [-0.26, -2.13, -0.20], [-4.29, 0.99, -4.70], [-4.27, -0.53, -5.83], [-5.56, -0.49, -4.45], [-2.27, -0.66, -4.32], [-3.43, -2.04, -3.77], [-1.52, 0.88, -2.81], [-1.21, -1.04, -2.45], [-2.36, 0.85, -0.13], [-0.50, 0.98, -0.46], [-2.45, -1.53, 0.16], [0.04, -0.79, 1.99], [-1.86, -0.41, 2.44], [-2.05, -3.67, 0.33], [-1.09, -4.63, 1.70], [-0.36, -5.93, 0.16], [-1.18, -4.92, -1.20], [1.98, -4.19, -0.66], [1.48, -5.77, -1.55], [0.19, -2.96, -2.64], [0.60, -4.62, -3.49], [4.87, -1.42, -2.75], [5.53, -2.03, -4.43], [7.04, -0.13, -4.25], [5.48, 1.01, -4.66], [6.00, 0.64, -2.89], [2.80, 1.16, -4.65], [3.43, 0.67, -2.87], [0.60, -0.30, -4.31], [0.89, 0.94, -2.91], [1.24, -0.88, -2.55], [2.34, 3.83, 4.57], [1.44, 2.62, 4.77], [1.07, 1.98, 3.55], [2.14, 1.47, 2.75], [2.97, 0.42, 3.47], [1.85, 4.56, 3.92], [2.56, 4.30, 5.53], [3.29, 3.56, 4.11], [0.51, 2.95, 5.24], [1.89, 1.89, 5.45], [2.76, 2.29, 2.39], [1.68, 1.01, 1.87], [3.46, 0.82, 4.36], [3.75, 0.03, 2.80], [2.34, -0.42, 3.79], [-1.95, 4.28, 3.83], [-2.18, 2.81, 3.52], [-3.19, 2.21, 4.34], [-4.49, 2.78, 4.25], [-5.09, 2.72, 2.85], [-1.67, 4.41, 4.89], [-1.14, 4.68, 3.21], [-2.84, 4.88, 3.65], [-1.26, 2.26, 3.72], [-2.42, 2.66, 2.47], [-4.49, 3.80, 4.64], [-5.13, 2.20, 4.93], [-4.49, 3.29, 2.13], [-6.10, 3.13, 2.85], [-5.13, 1.68, 2.50]], "lumo_energy_ev": 1.61, "homo_lumo_gap_ev": 6.35, "charge": -1}